1.
A molecular structure, C63H37CdI4N7O4, computed with ωB97M-V with the def2-TZVPD basis set.

Last column: Mulliken charge in e.
Geometry (Å):
Cd -0.038 -0.230 0.146  2.766
I -7.667 6.091 2.350  0.012
C -6.158 4.698 1.920  -0.054
C -4.866 5.139 1.691  -0.878
C -3.870 4.208 1.427  -0.184
C -4.143 2.840 1.399  -0.284
C -5.462 2.434 1.612  -0.278
C -6.471 3.349 1.874  -0.693
C -3.088 1.819 1.149  1.005
C -1.988 1.781 2.018  0.128
C -1.694 2.754 3.063  -1.351
C -0.454 2.474 3.519  -1.506
C -0.024 1.272 2.826  0.201
C 1.112 0.512 3.141  0.302
C 2.375 1.154 3.530  1.108
C 3.488 0.410 3.957  -0.279
C 4.728 0.993 4.150  -0.994
C 4.886 2.346 3.895  -0.118
I 6.780 3.218 4.115  -0.010
C 3.823 3.112 3.452  -1.067
C 2.585 2.517 3.275  0.144
C 1.031 -0.931 3.014  0.384
N 0.510 -1.550 1.953  1.146
C 0.510 -2.899 2.214  -0.463
C 0.166 -3.884 1.278  1.189
C 0.495 -5.295 1.598  0.006
C 1.770 -5.668 2.023  -0.031
C 2.075 -6.988 2.325  -0.889
C 1.089 -7.952 2.199  -0.024
I 1.531 -9.948 2.667  0.017
C -0.186 -7.619 1.769  -0.755
C -0.471 -6.294 1.471  -0.357
C -0.454 -3.633 0.038  -0.508
C -0.519 -4.540 -1.089  -1.375
C -1.145 -3.863 -2.087  -1.498
C -1.478 -2.559 -1.549  0.158
N -1.034 -2.456 -0.284  -0.269
C -2.300 -1.595 -2.191  1.999
C -2.838 -0.469 -1.560  -0.536
C -3.922 0.365 -2.051  -1.514
C -4.202 1.248 -1.062  -1.307
C -3.245 0.998 0.008  0.092
N -2.440 -0.027 -0.335  -0.261
C -2.584 -1.815 -3.632  -0.492
C -3.867 -2.031 -4.129  -0.232
C -4.093 -2.213 -5.487  -0.770
C -3.017 -2.177 -6.357  -0.047
I -3.348 -2.448 -8.412  0.011
C -1.727 -1.971 -5.895  -0.824
C -1.519 -1.796 -4.535  0.001
C 1.015 -3.112 3.542  -1.216
C 1.361 -1.887 4.037  -1.097
N -0.980 0.881 1.951  0.070
H -4.632 6.195 1.705  0.400
H -2.867 4.550 1.215  0.757
H -5.690 1.376 1.581  0.496
H -7.484 3.011 2.045  0.366
H -2.348 3.535 3.415  0.631
H 0.081 2.973 4.311  0.645
H 3.396 -0.652 4.117  0.224
H 5.567 0.386 4.462  0.358
H 3.957 4.149 3.179  0.400
H 1.798 3.111 2.838  -0.080
H 2.545 -4.915 2.085  0.506
H 3.074 -7.256 2.639  0.393
H -0.950 -8.377 1.669  0.366
H -1.467 -6.020 1.148  0.533
H -0.119 -5.542 -1.131  0.536
H -1.367 -4.216 -3.082  0.476
H -4.406 0.288 -3.010  0.535
H -4.963 2.013 -1.066  0.528
H -4.701 -2.083 -3.441  0.573
H -5.094 -2.389 -5.856  0.365
H -0.891 -1.931 -6.580  0.415
H -0.518 -1.615 -4.160  0.480
H 1.065 -4.058 4.059  0.577
H 1.735 -1.653 5.021  0.736
C 6.258 -3.197 1.127  -0.646
C 5.060 -3.052 1.810  -0.336
C 3.980 -2.430 1.199  0.922
C 4.093 -1.935 -0.090  -0.773
C 5.295 -2.077 -0.778  -0.529
C 6.368 -2.706 -0.171  -0.538
N 2.916 -1.323 -0.649  0.644
N 3.178 -0.642 -1.649  -0.546
C 2.099 0.006 -2.328  0.430
C 2.503 0.455 -3.590  -0.128
C 1.638 1.157 -4.406  -1.100
C 0.364 1.434 -3.927  -0.887
C -0.020 0.975 -2.674  1.381
C 0.816 0.243 -1.818  -1.207
H 7.100 -3.690 1.597  0.368
H 4.960 -3.421 2.825  0.434
H 3.041 -2.305 1.715  0.165
H 5.367 -1.683 -1.782  0.444
H 7.301 -2.813 -0.712  0.361
H 3.518 0.237 -3.904  0.438
H 1.956 1.506 -5.381  0.343
H -0.327 2.022 -4.522  0.500
H -1.029 1.210 -2.350  -0.206
O 2.533 4.153 0.293  -0.858
C 1.470 3.541 0.095  -0.282
O 1.130 2.397 0.473  -0.425
C 0.416 4.291 -0.743  -0.103
C -0.797 3.692 -1.053  1.156
C -1.749 4.351 -1.825  -1.079
C -1.499 5.629 -2.293  -0.407
C -0.285 6.218 -1.969  -0.256
C 0.675 5.573 -1.209  -0.490
N -0.014 7.574 -2.468  1.040
O 1.020 8.118 -2.130  -0.638
O -0.842 8.096 -3.200  -0.669
H -0.970 2.692 -0.679  0.080
H -2.684 3.860 -2.067  0.522
H -2.216 6.167 -2.895  0.488
H 1.621 6.036 -0.972  0.594

Lowest unoccupied orbital energy (spin up / spin down) in eV: 2.82 / 2.82
Energy above the lowest of the compared OMol25 structures with the same formula, charge and spin in eV: 0.000
HOMO-LUMO gap (spin up / spin down) in eV: 4.903 / 5.027
Charge: -2

---

2.
A molecular structure, C63H38I4MoN4OP in a non-equilibrium geometry, computed with ωB97M-V with the def2-TZVPD basis set.

Last column: Mulliken charge in e.
Geometry (Å):
Mo 19.022 15.632 13.537  -1.281
I 21.384 9.073 6.739  0.127
C 20.837 10.248 8.371  -0.210
C 19.872 9.837 9.298  -0.782
C 19.543 10.653 10.348  -0.154
C 20.118 11.917 10.443  -0.132
C 21.083 12.339 9.516  -0.648
C 21.461 11.456 8.527  -0.747
C 19.679 12.926 11.411  0.627
C 18.374 13.210 11.607  0.253
C 17.198 12.448 11.096  -1.612
C 16.112 12.888 11.786  -1.403
C 16.532 13.986 12.613  -0.068
C 15.660 14.765 13.374  1.563
C 14.228 14.369 13.390  -1.026
C 13.384 14.928 12.421  0.122
C 12.039 14.580 12.432  -0.689
C 11.526 13.696 13.346  -0.048
I 9.513 13.187 13.325  0.145
C 12.362 13.143 14.288  -0.789
C 13.731 13.501 14.322  -0.081
C 15.973 16.009 13.967  -0.215
N 17.213 16.598 13.901  0.383
C 17.027 17.955 14.225  0.111
C 17.923 18.994 13.847  1.227
C 17.407 20.377 13.902  -0.492
C 17.252 20.977 15.138  -0.071
C 16.749 22.255 15.213  -0.609
C 16.368 22.933 14.062  -0.225
I 15.648 24.898 14.233  0.117
C 16.494 22.297 12.827  -0.633
C 17.022 21.030 12.753  0.087
C 19.215 18.807 13.358  -0.371
C 20.158 19.848 13.083  -1.701
C 21.341 19.247 12.849  -1.624
C 21.119 17.799 12.975  0.908
N 19.843 17.529 13.236  0.650
C 22.155 16.855 12.874  1.182
C 21.988 15.472 12.766  -0.335
C 22.474 13.303 13.804  -0.698
C 21.647 12.738 12.752  -1.813
C 20.763 13.580 12.204  0.466
N 20.753 14.938 12.454  -0.774
C 23.558 17.409 12.900  -0.505
C 24.066 17.982 14.077  -0.302
C 25.405 18.336 14.136  -0.681
C 26.181 18.185 12.994  -0.215
I 28.178 18.805 13.013  0.132
C 25.620 17.738 11.789  -0.793
C 24.293 17.353 11.763  0.184
C 15.707 18.116 14.724  -1.315
C 15.017 16.956 14.535  -1.630
N 17.877 14.194 12.491  0.564
H 19.392 8.864 9.244  0.427
H 18.841 10.254 11.056  0.805
H 21.560 13.288 9.652  0.591
H 22.212 11.790 7.790  0.342
H 17.282 11.677 10.352  0.825
H 15.118 12.549 11.607  0.652
H 13.745 15.691 11.701  0.450
H 11.367 15.019 11.693  0.361
H 11.941 12.403 14.977  0.358
H 14.325 13.053 15.088  0.630
H 17.585 20.479 16.046  0.537
H 16.617 22.689 16.208  0.377
H 16.157 22.753 11.897  0.390
H 17.148 20.573 11.770  0.467
H 19.947 20.894 13.094  0.641
H 22.252 19.755 12.666  0.573
H 23.309 12.705 14.109  1.335
H 21.599 11.674 12.528  0.541
H 23.478 18.104 14.966  0.589
H 25.821 18.778 15.048  0.442
H 26.210 17.587 10.900  0.435
H 23.810 17.034 10.821  0.460
H 15.284 19.046 15.019  0.659
H 14.016 16.774 14.805  0.670
O 19.808 17.465 15.862  -0.610
C 19.348 16.376 15.623  1.117
C 18.960 15.480 16.736  0.708
C 18.429 15.948 17.939  -0.600
C 18.160 15.010 18.941  -0.696
C 18.375 13.644 18.744  -0.803
C 18.955 13.201 17.573  -0.728
C 19.219 14.133 16.576  -0.216
P 19.820 13.663 14.987  4.192
C 21.682 13.576 15.109  -0.650
C 23.130 14.503 13.088  0.721
C 24.302 14.941 13.888  -1.333
C 24.535 14.773 15.277  -0.552
C 23.738 14.294 16.325  -1.106
C 22.318 13.874 16.270  -0.218
C 19.200 12.003 14.692  -0.214
C 20.088 10.960 14.630  -0.253
C 19.646 9.679 14.393  -0.949
C 18.280 9.428 14.295  -0.818
C 17.342 10.468 14.379  -0.711
C 17.814 11.780 14.507  -0.099
H 18.266 17.033 18.045  0.519
H 17.724 15.388 19.873  0.409
H 18.133 12.922 19.524  0.422
H 19.221 12.169 17.419  0.627
H 23.508 14.039 12.183  0.588
H 25.158 15.294 13.306  0.662
H 25.511 15.199 15.536  0.419
H 24.142 14.416 17.323  0.404
H 21.763 13.851 17.206  0.561
H 21.164 11.126 14.762  0.501
H 20.354 8.870 14.416  0.511
H 17.894 8.429 14.207  0.443
H 16.273 10.283 14.326  0.503
H 17.101 12.583 14.429  0.520

Lowest unoccupied orbital energy (spin up / spin down) in eV: -4.33 / -4.44
Energy above the lowest of the compared OMol25 structures with the same formula, charge and spin in eV: 0.000
HOMO-LUMO gap (spin up / spin down) in eV: 4.715 / 4.628
2S+1: 3
Charge: +1

---

3.
A molecular structure, C63H39Cl4IN9O2Ta in a non-equilibrium geometry, computed with ωB97M-V with the def2-TZVPD basis set.

Last column: Mulliken charge in e.
Geometry (Å):
Ta -0.031 -0.950 0.860  1.988
Cl -8.326 -5.713 -0.845  -0.171
C -6.831 -4.881 -0.631  0.314
C -5.605 -5.391 -1.065  -1.032
C -4.439 -4.723 -0.808  -0.037
C -4.410 -3.550 -0.070  -0.372
C -5.631 -3.067 0.356  0.153
C -6.832 -3.715 0.117  -0.992
C -3.135 -2.843 0.224  0.923
C -2.190 -3.480 0.934  -0.200
C -2.203 -4.876 1.352  -1.373
C -0.965 -5.183 1.825  -1.450
C -0.200 -3.987 1.732  0.602
C 1.009 -3.822 2.449  0.676
C 1.770 -5.029 2.811  -0.078
C 2.152 -5.896 1.806  0.123
C 2.839 -7.059 2.113  -1.130
C 3.117 -7.368 3.478  0.358
Cl 3.811 -8.907 3.848  -0.173
C 2.739 -6.502 4.508  -1.137
C 2.069 -5.333 4.121  -0.285
C 1.277 -2.599 3.054  0.168
N 0.505 -1.452 2.851  0.292
C 0.531 -0.731 4.021  0.704
C -0.229 0.400 4.267  0.111
C 0.503 1.314 5.200  -0.352
C 1.598 1.945 4.597  0.406
C 2.530 2.655 5.287  -1.197
C 2.356 2.785 6.654  0.267
Cl 3.592 3.585 7.513  -0.178
C 1.284 2.215 7.279  -0.704
C 0.334 1.477 6.567  -0.236
C -0.962 1.013 3.186  0.324
C -1.113 2.442 3.227  -1.752
C -0.850 2.905 2.013  -0.406
C -0.881 1.811 1.032  0.488
N -1.218 0.553 1.968  -0.597
C -1.517 1.492 -1.477  0.268
C -1.995 0.208 -1.392  0.423
C -3.097 -0.151 -2.238  -1.389
C -3.684 -1.219 -1.645  -1.602
C -2.929 -1.528 -0.464  -0.278
N -1.943 -0.668 -0.261  0.751
C -1.305 1.947 -2.818  0.683
C -1.831 3.190 -3.235  -0.476
C -1.747 3.473 -4.565  -1.159
C -1.248 2.533 -5.467  0.418
Cl -1.533 2.693 -7.139  -0.156
C -0.654 1.351 -5.066  -1.351
C -0.663 1.076 -3.725  0.486
C 1.598 -1.318 4.859  -0.931
C 2.134 -2.345 4.208  -1.633
N -0.869 -2.976 1.157  0.689
H -5.560 -6.328 -1.601  0.426
H -3.504 -5.163 -1.112  0.598
H -5.689 -2.159 0.939  0.461
H -7.794 -3.339 0.500  0.387
H -3.099 -5.422 1.405  0.804
H -0.658 -6.134 2.292  0.514
H 1.988 -5.627 0.766  0.433
H 3.206 -7.732 1.373  0.456
H 2.968 -6.752 5.533  0.450
H 1.718 -4.673 4.905  0.681
H 1.782 1.771 3.557  0.520
H 3.367 3.079 4.757  0.514
H 1.227 2.332 8.368  0.417
H -0.476 1.027 7.081  0.542
H -1.156 2.938 4.197  0.591
H -0.705 3.937 1.744  0.610
H -3.386 0.492 -3.061  0.656
H -4.642 -1.668 -1.901  0.528
H -2.326 3.893 -2.572  0.498
H -2.234 4.354 -4.949  0.509
H -0.251 0.664 -5.815  0.367
H -0.187 0.205 -3.294  0.413
H 1.908 -0.950 5.799  0.643
H 2.942 -2.925 4.609  0.995
C 0.574 5.730 -7.095  -0.604
O 1.082 6.593 -6.063  -0.457
C 1.653 6.039 -4.922  1.047
C 2.136 4.745 -4.729  -0.563
C 2.752 4.373 -3.552  -0.648
C 2.876 5.306 -2.467  -0.191
C 2.483 6.618 -2.770  -0.059
C 1.864 6.965 -3.927  -0.561
N 3.514 5.274 -1.152  -0.036
N 3.725 4.320 -0.395  -0.705
C 3.184 2.993 -0.495  1.020
C 4.096 1.942 -0.674  -1.331
C 3.666 0.658 -0.428  -0.741
C 2.371 0.422 -0.020  -0.158
O 1.928 -0.760 0.489  -0.659
C 1.474 1.498 0.028  -0.404
N 0.271 1.071 0.560  0.451
C -1.512 2.456 -0.327  -0.237
C -0.619 3.735 -0.542  -1.749
C 0.733 3.854 -0.455  0.175
C 1.823 2.828 -0.241  0.933
H 0.489 6.357 -7.985  0.313
H -0.458 5.408 -6.840  0.146
H 1.187 4.862 -7.254  0.301
H 2.057 4.029 -5.530  0.244
H 3.076 3.345 -3.417  0.428
H 2.669 7.331 -1.997  0.516
H 1.518 7.969 -4.133  0.471
H 5.137 2.127 -0.884  0.561
H 4.412 -0.102 -0.561  0.538
H -2.532 2.754 -0.176  0.898
H -1.146 4.681 -0.663  0.503
H 1.078 4.881 -0.676  0.476
I -0.450 -2.597 -5.166  0.204
C 0.240 -2.760 -3.249  -0.711
C 1.578 -2.665 -2.886  -0.172
N 1.619 -2.294 -1.629  0.042
N 0.390 -2.055 -1.103  0.268
C -0.454 -2.380 -2.102  -0.534
H 2.482 -2.808 -3.519  0.402
H 2.414 -2.022 -1.072  0.157
H -1.499 -2.343 -2.062  0.621

Lowest unoccupied orbital energy in eV: -7.17
Energy above the lowest of the compared OMol25 structures with the same formula, charge and spin in eV: 3.298
HOMO-LUMO gap in eV: 4.713
Charge: +2

---

4.
A molecular structure, C63H46AlOP2S, computed with ωB97M-V with the def2-TZVPD basis set.

Last column: Mulliken charge in e.
Geometry (Å):
Al 0.074 -0.209 -0.475  0.990
O 1.697 2.668 -0.303  -0.777
S 0.338 2.185 -0.624  1.177
C -0.855 3.214 0.185  -0.063
C -1.202 4.409 -0.408  -0.433
C -2.182 5.264 0.124  -1.405
C -2.815 4.876 1.272  0.474
C -3.918 5.534 2.063  -0.931
C -4.141 4.605 3.285  -0.684
C -3.095 3.526 3.143  -0.056
C -2.743 2.498 3.969  -1.417
C -1.644 1.701 3.599  0.002
C -0.941 1.856 2.421  -0.304
P 0.579 0.862 2.163  0.891
C 1.565 1.097 3.665  1.209
C 1.373 0.364 4.835  -0.216
C 2.157 0.620 5.950  -0.869
C 3.127 1.614 5.907  -0.583
C 3.318 2.349 4.746  -0.808
C 2.545 2.087 3.624  -0.763
C -0.030 -0.837 2.109  -0.090
C 0.665 -1.930 2.465  -0.095
C 0.331 -3.197 1.818  -1.433
C -0.728 -3.348 1.016  -1.036
C -1.752 -2.251 0.793  2.708
C -1.053 -0.897 1.035  -0.652
C -1.359 2.859 1.488  -0.047
C -2.392 3.706 1.935  0.707
C 0.209 2.344 -2.397  0.216
C -0.854 2.885 -3.076  -0.058
C -0.802 3.153 -4.460  -1.391
C 0.368 2.910 -5.121  0.109
C 0.784 3.167 -6.549  -0.909
C 2.255 2.675 -6.632  -0.774
C 2.542 2.084 -5.273  0.403
C 3.641 1.443 -4.776  -1.153
C 3.552 0.893 -3.479  -0.174
C 2.454 1.042 -2.658  -0.392
P 2.365 -0.153 -1.285  1.694
C 3.921 -0.085 -0.349  0.247
C 4.878 -1.092 -0.477  -0.348
C 6.057 -1.025 0.251  -0.760
C 6.288 0.039 1.108  -0.715
C 5.341 1.047 1.231  -0.738
C 4.161 0.991 0.508  -0.385
C 2.336 -1.802 -2.047  0.572
C 2.319 -2.042 -3.414  -0.708
C 2.141 -3.335 -3.885  -0.698
C 1.965 -4.387 -2.999  -0.753
C 1.971 -4.150 -1.630  -0.740
C 2.152 -2.862 -1.158  -0.726
C 1.368 1.871 -3.096  -1.291
C 1.426 2.277 -4.435  1.192
H -0.705 4.704 -1.321  0.907
H -2.425 6.187 -0.384  0.473
H -3.621 6.538 2.367  0.318
H -4.820 5.642 1.459  0.326
H -4.032 5.138 4.230  0.328
H -5.142 4.170 3.281  0.294
H -3.253 2.316 4.906  0.509
H -1.315 0.935 4.291  0.466
H 0.616 -0.409 4.873  0.328
H 2.009 0.047 6.856  0.445
H 3.734 1.813 6.780  0.404
H 4.073 3.124 4.714  0.459
H 2.696 2.652 2.711  0.416
H 1.523 -1.874 3.122  0.704
H 0.990 -4.043 1.983  0.280
H -0.913 -4.306 0.546  0.524
H -3.204 -1.669 -0.696  0.752
H -1.810 -0.115 1.164  0.712
H -1.758 3.137 -2.540  0.819
H -1.663 3.584 -4.953  0.462
H 0.140 2.620 -7.238  0.327
H 0.691 4.224 -6.801  0.320
H 2.395 1.936 -7.420  0.294
H 2.941 3.496 -6.844  0.320
H 4.536 1.293 -5.364  0.464
H 4.373 0.274 -3.131  0.502
H 4.711 -1.925 -1.146  0.468
H 6.795 -1.809 0.144  0.456
H 7.207 0.086 1.676  0.411
H 5.522 1.882 1.896  0.470
H 3.423 1.774 0.600  0.418
H 2.418 -1.225 -4.117  0.224
H 2.125 -3.518 -4.951  0.433
H 1.814 -5.391 -3.373  0.422
H 1.823 -4.965 -0.934  0.413
H 2.139 -2.677 -0.088  0.683
C -0.653 -0.797 -2.187  -1.408
C -1.386 -1.569 -1.566  -1.054
C -2.311 -2.298 -0.683  1.150
C -2.909 -2.349 1.819  0.590
C -4.227 -2.001 1.528  -0.285
C -5.205 -1.992 2.515  -0.992
C -4.891 -2.332 3.819  -0.610
C -3.587 -2.698 4.124  -1.003
C -2.615 -2.709 3.136  -0.493
C -2.696 -3.672 -1.223  0.168
C -3.298 -4.643 -0.424  0.266
C -3.685 -5.862 -0.964  -1.124
C -3.482 -6.132 -2.309  -0.479
C -2.880 -5.174 -3.110  -0.919
C -2.491 -3.957 -2.570  -0.685
H -4.541 -1.766 0.520  0.379
H -6.222 -1.731 2.250  0.451
H -5.654 -2.329 4.586  0.430
H -3.327 -2.988 5.134  0.453
H -1.612 -3.014 3.392  0.311
H -3.461 -4.464 0.629  0.395
H -4.148 -6.603 -0.326  0.443
H -3.787 -7.081 -2.727  0.405
H -2.710 -5.372 -4.161  0.438
H -2.011 -3.223 -3.207  0.408

Lowest unoccupied orbital energy in eV: -2.57
Energy above the lowest of the compared OMol25 structures with the same formula, charge and spin in eV: 0.000
HOMO-LUMO gap in eV: 7.387
Charge: +1

---

> Which value of energy above the lowest of the compared OMol25 structures with the same formula, charge and spin does entry 2 give?

0.000 eV

---

> Among the records above, which one has the highest charge?

C63H39Cl4IN9O2Ta

---

> What is the formula in the third record?

C63H39Cl4IN9O2Ta

---

> Look up the charge of the first one.

-2